# 1
This record from OMol25 describes C58H55N6P2PbSSi as an isolated structure. The level of theory is the ωB97M-V functional and the def2-TZVPD basis.

XYZ file:
```
124
Properties=species:S:1:pos:R:3:forces:R:3:lowdin_charge:R:1
Pb -0.17760 -0.20180 -0.13440 0.04 0.69 -0.05 1.168
C -0.19490 -0.32900 4.64430 -0.07 0.16 0.16 -0.005
C -0.02250 -0.56110 3.27910 -0.03 0.05 0.17 -0.169
N -0.68490 0.09220 2.34290 -0.10 -0.24 0.24 -0.010
C -1.60990 0.99950 2.71510 -0.10 0.18 0.74 -0.156
C -1.87230 1.28760 4.07640 0.26 -0.18 -0.46 -0.124
C -1.10920 0.61480 5.04720 0.07 -0.16 -0.29 0.039
C -2.89830 2.21200 4.42830 -0.34 0.25 -0.21 0.008
C -3.65960 2.79970 3.47420 0.16 -0.11 0.42 0.009
C -3.40920 2.55540 2.09290 0.34 -0.27 -0.33 -0.130
C -4.15990 3.16290 1.07060 0.18 -0.14 -0.15 0.032
C -3.83970 2.91850 -0.24350 -0.10 0.15 0.21 -0.011
C -2.76170 2.07780 -0.52370 -0.09 0.05 0.00 -0.125
N -2.05480 1.47740 0.41070 -0.23 0.10 0.03 -0.021
C -2.36390 1.68520 1.70370 -0.51 0.48 0.11 -0.169
H 0.37810 -0.89410 5.36100 0.10 -0.06 0.07 0.126
H 0.67340 -1.31840 2.94280 0.07 -0.04 0.01 0.101
H -1.26700 0.83710 6.09190 -0.02 -0.04 0.12 0.135
H -3.06830 2.41170 5.47550 -0.06 0.03 0.09 0.131
H -4.46350 3.46930 3.73930 -0.06 0.08 0.07 0.131
H -4.97730 3.81530 1.33250 -0.13 0.12 0.01 0.133
H -4.39480 3.37460 -1.04680 -0.06 0.03 -0.09 0.121
H -2.47210 1.88080 -1.54690 0.04 -0.04 -0.17 0.110
C 2.45390 -3.40190 -0.28120 -0.44 0.11 0.07 -0.288
N 3.40870 -2.66520 0.48700 -0.25 0.23 0.15 -0.211
C 3.95680 -1.51570 -0.16750 0.04 0.38 -0.34 -0.286
P 2.84740 0.00990 -0.03280 1.49 -0.24 0.22 1.003
C 3.46550 1.07850 -1.39800 -0.49 -0.25 0.47 -0.356
C 4.40170 0.67380 -2.35440 -0.13 0.10 0.18 -0.044
C 4.81120 1.52430 -3.36450 0.01 0.05 -0.17 -0.019
C 4.28810 2.80000 -3.47030 -0.04 -0.13 0.16 -0.022
C 3.36830 3.24610 -2.52380 -0.34 0.58 0.10 -0.029
C 3.01000 2.36910 -1.54030 0.63 -0.61 -0.61 -0.080
C 3.61850 0.93650 1.34440 -0.15 -0.08 -0.15 -0.401
C 3.01170 0.87850 2.59530 0.00 -0.02 -0.21 -0.126
C 3.52020 1.60910 3.65260 -0.02 0.06 0.17 -0.056
C 4.62670 2.42040 3.46840 -0.01 -0.01 -0.01 -0.046
C 5.23330 2.48120 2.22420 0.14 0.07 -0.01 -0.050
C 4.74650 1.73540 1.16630 -0.05 -0.04 0.07 -0.074
C 4.21960 -3.31660 1.44930 0.34 -0.24 0.40 -0.254
C 4.63380 -2.59550 2.56750 -0.11 -0.08 -0.13 -0.025
C 5.43460 -3.19270 3.52400 0.09 -0.10 0.01 -0.062
C 5.82620 -4.51530 3.38070 0.02 -0.01 -0.02 -0.066
C 5.43630 -5.22820 2.25840 0.06 0.00 0.18 -0.059
C 4.64240 -4.63490 1.29370 -0.13 0.22 -0.14 -0.033
P 0.68910 -2.86610 0.09240 0.52 -1.43 -0.10 0.988
C -0.19770 -3.74430 -1.23460 -0.06 0.22 0.18 -0.371
C -1.26750 -4.58640 -0.95440 0.03 0.00 0.02 -0.079
C -1.98320 -5.15920 -1.99020 -0.05 -0.08 -0.01 -0.061
C -1.62620 -4.91010 -3.30530 0.00 0.00 -0.04 -0.059
C -0.55440 -4.07840 -3.58860 0.01 -0.05 -0.12 -0.073
C 0.14820 -3.48070 -2.55910 0.05 -0.05 0.15 -0.116
C 0.24880 -3.75290 1.62500 0.03 0.38 -0.18 -0.371
C -0.89360 -3.29770 2.28360 0.13 -0.11 -0.14 -0.160
C -1.32120 -3.89470 3.45260 -0.10 0.01 0.04 -0.059
C -0.59700 -4.94680 3.99030 -0.01 0.02 -0.03 -0.042
C 0.54320 -5.39820 3.34840 0.04 -0.07 0.05 -0.037
C 0.96800 -4.81240 2.16740 0.00 0.03 -0.06 -0.051
H 2.49940 -4.46890 -0.05840 -0.02 0.11 -0.12 0.086
H 2.61490 -3.28140 -1.36010 -0.03 -0.10 0.09 0.093
H 4.07170 -1.74270 -1.23640 0.14 0.09 0.04 0.082
H 4.93080 -1.26960 0.26540 -0.10 -0.02 -0.16 0.118
H 4.84070 -0.30790 -2.28770 0.01 -0.06 -0.02 0.105
H 5.54590 1.17430 -4.07310 0.06 0.03 -0.11 0.131
H 4.58560 3.45780 -4.27070 0.03 0.12 -0.05 0.131
H 2.95820 4.23930 -2.59150 -0.07 0.19 0.03 0.125
H 2.24710 2.82750 -0.69650 0.65 0.01 -0.45 0.012
H 2.13940 0.25720 2.72870 -0.02 0.02 0.08 0.063
H 3.04560 1.55850 4.61800 -0.07 -0.03 0.20 0.112
H 5.02180 2.99880 4.28810 0.02 0.07 0.10 0.120
H 6.09040 3.11790 2.07550 0.17 0.04 0.00 0.120
H 5.24940 1.78740 0.21090 0.02 0.02 -0.05 0.113
H 4.32220 -1.56590 2.68340 -0.03 0.07 0.03 0.094
H 5.75700 -2.62890 4.38620 0.00 0.06 0.08 0.111
H 6.44390 -4.98420 4.12980 0.07 -0.03 0.07 0.113
H 5.77100 -6.24500 2.12040 0.01 -0.09 0.00 0.116
H 4.39080 -5.19490 0.40500 -0.05 -0.06 -0.09 0.114
H -1.53230 -4.80020 0.07110 -0.05 -0.05 0.06 0.107
H -2.81030 -5.81590 -1.77200 -0.10 -0.11 0.03 0.119
H -2.17320 -5.37660 -4.10840 -0.07 -0.09 -0.13 0.116
H -0.26310 -3.90320 -4.61300 0.05 0.03 -0.12 0.116
H 0.96970 -2.81410 -2.78900 0.06 0.06 -0.07 0.103
H -1.42890 -2.45760 1.86590 -0.10 0.03 0.05 0.051
H -2.20960 -3.53990 3.95040 -0.13 0.05 0.08 0.115
H -0.92080 -5.41010 4.90730 -0.04 -0.08 0.13 0.119
H 1.11040 -6.21370 3.76820 0.06 -0.10 0.04 0.121
H 1.85900 -5.19540 1.69710 0.11 0.00 -0.05 0.094
N -1.88480 -1.15430 -4.24580 -0.22 -0.11 0.25 0.208
C -0.91070 -0.39300 -4.84190 0.68 0.52 0.19 -0.167
C -0.63200 -0.09350 -6.16840 -0.01 -0.04 -0.07 0.012
C 0.38330 0.81060 -6.40220 -0.06 -0.03 -0.03 -0.053
C 1.11720 1.37670 -5.35390 0.07 0.02 0.10 -0.061
C 0.86700 1.05140 -4.03850 -0.04 -0.10 0.00 -0.009
C -0.16700 0.16050 -3.77470 -0.23 -0.19 -1.00 -0.219
N -0.69550 -0.28160 -2.58570 -0.73 -0.35 -0.05 0.022
C -1.72830 -1.04390 -2.90700 0.47 0.38 -0.50 -0.303
C -2.63630 -1.58020 -1.93130 -1.10 -0.68 -0.03 -0.331
C -3.83710 -2.19760 -2.17250 0.34 0.17 0.31 -0.294
S -4.63770 -2.54600 -0.70710 0.43 0.22 -0.08 1.142
C -3.33010 -1.84360 0.13850 -0.43 -0.29 -0.12 -0.437
N -2.36410 -1.39830 -0.60570 0.10 0.12 0.19 -0.064
H -2.57290 -1.70820 -4.72790 -0.06 -0.01 0.04 0.177
H -1.18410 -0.53310 -6.98460 -0.10 0.00 -0.07 0.124
H 0.60840 1.10700 -7.41480 0.03 -0.05 -0.10 0.119
H 1.89150 2.09170 -5.58670 0.09 0.04 -0.03 0.106
H 1.43260 1.47720 -3.23030 0.12 0.13 0.10 0.075
H -4.28910 -2.44240 -3.11130 -0.10 -0.07 -0.26 0.090
H -3.33440 -1.79010 1.20830 0.01 0.04 0.33 0.083
C 0.49150 5.76210 -1.23330 0.31 -0.11 0.59 -0.158
Si 1.38590 5.09300 0.30340 0.12 0.21 -0.23 0.589
C 3.17620 5.68130 0.47880 -0.69 -0.22 0.01 -0.148
C 0.33960 5.18380 1.89450 0.44 -0.18 -0.64 -0.143
C 1.40210 3.15470 0.08960 -1.00 0.76 0.90 -0.016
H 0.88940 6.72750 -1.53560 0.09 0.12 0.00 0.042
H -0.56750 5.90760 -1.03330 -0.13 -0.03 0.06 0.035
H 0.57030 5.09550 -2.08940 0.07 -0.12 -0.09 0.022
H 3.20160 6.76630 0.52100 -0.05 0.20 0.04 0.045
H 3.80000 5.38880 -0.36190 0.01 -0.10 -0.17 0.026
H 3.64580 5.30800 1.38520 -0.01 -0.10 0.14 0.031
H 0.26670 6.21320 2.22950 0.03 0.26 0.00 0.048
H 0.78110 4.60790 2.70250 0.15 -0.09 0.12 0.034
H -0.67250 4.82290 1.73280 -0.17 -0.07 -0.11 0.025
H 0.48020 2.74460 -0.31280 0.02 -0.13 -0.36 0.034
H 1.67440 2.62240 0.99460 0.42 -0.26 -0.01 0.050
```
Positions in Å, forces in eV/Å.

Computed properties:
Gap between HOMO and LUMO: 5.04 eV
Net charge: +3
HOMO level: -14.10 eV
Energy above the lowest of the compared OMol25 structures with the same formula, charge and spin: 75.72 kcal/mol



# 2
This record from OMol25 describes one molecule with the formula C5H6Cl3OP. The level of theory is the ωB97M-V functional and the def2-TZVPD basis.

XYZ file:
```
16
Properties=species:S:1:pos:R:3:forces:R:3:lowdin_charge:R:1
O 2.20702 -0.37157 -1.64562 0.03 -0.83 -1.07 -0.338
P 2.44735 0.03438 -0.28517 0.44 1.66 2.12 0.025
Cl 3.50712 -1.19913 0.94547 -0.22 0.17 -0.40 0.336
Cl 3.62695 1.77709 -0.27718 -0.57 -0.89 0.22 0.289
C 0.91015 0.50618 0.68213 0.31 -2.91 -4.39 -0.409
C 0.00669 -0.80196 0.74777 2.78 -0.18 1.29 -0.159
C -0.75576 -0.67717 -0.52612 1.95 3.60 0.93 -0.063
C -0.55846 0.50828 -1.13374 -0.68 -1.44 0.63 -0.116
C 0.25048 1.43554 -0.32893 -2.16 -2.04 2.50 -0.731
Cl -0.82798 2.56641 0.52168 -0.37 0.67 0.30 0.658
H 1.12165 0.85144 1.59102 1.08 1.77 3.51 0.058
H -0.45262 -0.72065 1.76090 -0.56 -0.37 -1.03 0.123
H 0.72049 -1.75188 0.84557 -1.66 1.76 -0.46 0.125
H -1.25215 -1.45448 -0.89214 -2.27 -2.99 -1.62 0.065
H -0.95471 0.86496 -2.05398 -0.40 -0.16 -0.63 0.113
H 0.89376 1.99074 -0.86039 2.30 2.17 -1.89 0.024
```
Positions in Å, forces in eV/Å.

Computed properties:
Gap between HOMO and LUMO: 10.11 eV
Structure (SMILES): O=P(Cl)(Cl)[C@@H]1CC=C[C@H]1Cl
Net charge: 0
HOMO level: -9.80 eV
Energy above the lowest of the compared OMol25 structures with the same formula, charge and spin: 0.00 kcal/mol



no.,DFT total energy (eV)
1,-112496.027
2,-54187.101